The following is a quantum chemistry calculation of a molecular structure, C5H13CeN2O5PS4Te in a non-equilibrium geometry, from the OMol25 dataset.

The geometry in XYZ format:
```
32
Properties=species:S:1:pos:R:3:forces:R:3:lowdin_spin:R:1
Ce 0.98296 0.44454 1.34785 0.4 -3.9 -3.0 1.01
N 1.64975 0.41040 3.60224 -4.5 3.3 3.6 0.00
N 3.13898 0.29919 3.74345 -2.3 4.5 7.2 0.00
C 3.83898 0.75335 2.60079 5.5 -4.6 -0.8 0.00
O 5.14249 0.77732 2.81798 -5.5 1.6 -1.2 0.00
O 3.23664 0.33217 1.50123 1.1 2.3 1.4 0.00
H 1.14831 1.35762 4.04720 3.0 -1.2 -2.2 0.00
H 0.65172 0.12065 4.27394 4.2 -1.6 -1.5 0.00
H 3.28093 1.18359 4.72888 0.4 -3.8 -3.9 0.00
S -0.70484 -1.39840 2.77733 5.2 -8.8 -2.9 0.00
S -1.67818 -0.00767 3.20037 -5.8 8.5 2.7 0.00
S -1.76424 1.50577 1.63402 1.0 -0.1 0.5 0.00
S 0.07723 2.54497 1.98050 -2.7 4.4 1.1 -0.01
C -2.86191 -2.05000 -0.28558 -5.9 -0.8 4.9 0.00
C -1.71367 -1.97945 -0.92283 10.7 -5.8 -9.9 0.00
O -0.57630 -1.02792 -0.97498 -1.7 1.3 2.7 0.00
P 0.70963 -0.24808 -1.47883 -3.1 2.1 -4.7 0.00
O 0.55092 1.42401 -1.06090 1.3 -6.6 -0.3 0.00
Te 2.23101 -2.32377 -1.10700 -0.5 1.8 -0.1 0.00
O 0.09886 -0.31132 -3.38242 -0.6 1.7 3.6 0.00
C -0.99938 0.77784 -3.51041 -0.8 -8.8 -0.9 0.00
C -0.38445 1.89026 -3.80806 9.6 -5.7 -4.7 0.00
H -3.24772 -3.20905 -0.22438 -0.3 2.8 -2.3 0.00
H -3.41741 -1.05661 -0.41856 -0.3 -2.0 0.9 0.00
H -2.54230 -2.45270 0.62806 -0.1 1.9 3.6 0.00
H -1.88629 -2.16304 -2.01360 0.3 1.1 0.3 0.00
H -1.02248 -3.13543 -0.89458 -1.9 3.2 0.8 0.00
H -1.45762 1.00069 -2.68856 -2.9 -0.2 5.9 0.00
H -1.75961 0.43327 -4.13730 -0.9 -1.2 -1.6 0.00
H 0.03593 2.02912 -2.90572 3.8 1.7 2.0 0.00
H -0.79154 2.59733 -4.11383 -7.6 11.4 -4.3 0.00
H 0.03357 1.48133 -4.95630 1.0 1.8 3.1 0.00
```
Forces are in eV/Å.

<S²> = 0.75
Charge = -1
Highest occupied orbital energy (spin up / spin down) = -0.16817 / -0.16821 Ha
Multiplicity = 2
Orbital gap (spin up / spin down) = 6.35 / 6.36 eV



The following is a quantum chemistry calculation of a molecular structure, C34H44F2HgN6OS, from the OMol25 dataset.

The geometry in XYZ format:
```
89
Properties=species:S:1:pos:R:3:forces:R:3:lowdin_spin:R:1
Hg 0.54110 0.31455 -0.32493 -0.2 0.6 0.0 0.34
C -1.50692 0.03705 3.03922 0.0 -0.1 -0.1 0.00
C -2.54113 -0.95120 2.49523 0.1 0.1 -0.2 0.00
C -3.09968 -0.66542 1.11603 0.0 0.0 0.0 0.00
C -4.39083 -1.08585 0.80195 0.0 0.0 0.0 0.00
C -4.88454 -0.85187 -0.47068 0.0 0.0 0.0 0.00
C -4.07810 -0.20861 -1.39561 0.0 0.0 0.0 0.00
C -2.81116 0.18946 -0.99642 0.0 0.0 0.1 0.00
N -2.33867 -0.03039 0.23155 0.0 0.1 0.1 0.00
N -0.07246 -0.19884 2.78822 -0.1 0.0 0.0 0.00
C 0.42644 -1.55338 2.96184 0.0 0.0 -0.1 0.00
C 0.04772 -2.61684 1.94934 0.1 -0.1 0.0 0.01
C 0.24756 -3.95116 2.30138 0.0 0.0 0.0 0.00
C 0.00530 -4.93741 1.36339 0.0 0.0 0.0 0.00
C -0.44537 -4.56830 0.10449 0.0 0.0 0.0 0.00
C -0.63353 -3.22089 -0.14926 -0.1 0.1 0.0 0.01
N -0.38661 -2.26700 0.74737 0.1 0.0 0.1 0.04
C 0.70104 0.71838 3.63412 0.0 0.1 -0.2 0.00
C 1.58078 1.73081 2.92824 0.0 0.0 0.1 0.00
C 1.58335 3.06020 3.35163 0.0 0.0 0.0 0.00
C 2.45265 3.95705 2.76373 0.0 0.0 0.0 0.00
C 3.27580 3.51072 1.73845 0.0 0.0 0.0 0.00
C 3.18028 2.18238 1.36310 0.0 0.0 0.0 0.01
N 2.38216 1.30034 1.96226 0.0 -0.1 0.1 0.01
H -1.67103 0.08929 4.12972 0.0 0.0 0.0 0.00
H -1.72324 1.02087 2.62117 0.0 0.0 0.1 0.00
H -3.38330 -0.94430 3.19100 0.0 0.0 0.0 0.00
H -2.14805 -1.96816 2.50157 -0.1 0.0 0.1 0.00
H -4.99593 -1.58817 1.54781 0.0 0.0 0.0 0.00
H -5.88572 -1.17008 -0.73657 0.0 0.0 0.0 0.00
H -4.41273 -0.02033 -2.40685 0.0 0.0 0.0 0.00
H -2.13744 0.69170 -1.68574 0.0 -0.1 0.0 0.00
H 0.20227 -1.94827 3.97102 0.0 0.0 0.0 0.00
H 1.51525 -1.48260 2.87576 0.0 0.0 0.1 0.00
H 0.59834 -4.20307 3.29550 0.0 0.0 0.0 0.00
H 0.16681 -5.97958 1.61095 0.0 0.0 0.0 0.00
H -0.64615 -5.30341 -0.66334 0.0 0.0 0.0 0.00
H -1.00144 -2.87782 -1.11042 0.0 0.0 0.0 0.00
H 1.35250 0.14454 4.30566 0.0 0.0 0.0 0.00
H 0.02184 1.27982 4.28083 0.0 0.0 0.0 0.00
H 0.89544 3.37985 4.12414 0.0 0.0 0.0 0.00
H 2.47884 4.99136 3.08413 0.0 0.0 0.0 0.00
H 3.96444 4.17658 1.23494 0.0 0.0 0.0 0.00
H 3.76282 1.80102 0.52796 0.0 0.0 0.0 0.00
C 5.98827 0.32130 -0.85532 0.0 0.0 0.0 0.00
N 4.77415 -0.46730 -0.84662 0.0 -0.1 0.0 0.00
C 4.31920 -1.15508 0.22392 0.0 -0.1 0.0 0.02
N 4.81612 -0.76223 1.43669 0.0 -0.1 0.0 0.00
S 3.25680 -2.42209 0.06585 0.0 0.0 0.1 0.04
H 6.10055 0.77019 -1.83913 0.0 0.0 0.0 0.00
H 6.87290 -0.28494 -0.63876 0.0 0.0 0.0 0.00
H 5.94570 1.13305 -0.12692 0.0 0.0 0.0 0.00
H 4.45177 -0.84477 -1.72309 -0.1 0.1 0.0 0.00
H 5.04738 0.21370 1.54719 0.0 0.0 0.0 0.00
H 4.26901 -1.12731 2.19943 0.0 0.0 0.0 0.00
C -0.20838 3.14193 -3.47125 0.1 0.0 0.0 0.00
C 0.96264 2.53560 -4.24825 -0.1 -0.1 0.1 0.00
C 2.13205 2.23937 -3.30095 0.0 0.0 0.0 0.01
C 0.57235 1.29304 -5.02436 0.1 0.0 -0.1 0.00
C 0.70680 1.29104 -6.40540 0.0 -0.1 0.0 0.00
C 0.42479 0.17084 -7.18108 0.0 0.0 0.0 0.00
C 0.04112 -0.99335 -6.52137 0.1 0.0 0.0 0.00
C -0.09976 -1.04806 -5.14341 0.0 -0.1 -0.1 0.00
C -0.45938 -2.36574 -4.48372 0.0 0.2 0.2 0.00
C 0.62032 -2.79752 -3.48404 -0.1 -0.1 0.0 0.00
C -1.83002 -2.31367 -3.79737 0.0 -0.1 0.0 0.00
C 0.09276 0.12619 -4.33855 -0.2 0.0 0.1 0.00
O -0.17419 0.12344 -3.07918 0.1 0.1 -0.1 0.05
H 0.07597 4.09985 -3.02061 0.0 0.0 0.0 0.00
H -0.51624 2.46105 -2.68151 0.0 0.0 0.0 0.00
H -1.06349 3.31180 -4.13015 0.0 0.0 0.0 0.00
H 1.30215 3.27798 -4.98025 0.0 0.0 0.0 0.00
H 1.83115 1.47699 -2.58022 0.0 0.0 0.0 0.02
H 2.43210 3.13883 -2.74962 0.0 0.0 0.0 0.00
H 2.99401 1.86538 -3.86095 0.0 0.0 0.0 0.00
H 1.05461 2.19979 -6.89272 0.0 0.0 0.0 0.00
H 0.52171 0.19896 -8.25985 0.0 0.0 0.0 0.00
H -0.14925 -1.89511 -7.09999 0.0 0.0 0.0 0.00
H -0.50831 -3.12073 -5.27714 0.0 0.0 0.0 0.00
H 0.68190 -2.07342 -2.67053 0.0 0.0 0.0 0.01
H 1.59693 -2.84777 -3.97082 0.0 0.0 0.0 0.00
H 0.39500 -3.78448 -3.06256 0.0 0.0 0.0 0.00
H -1.78674 -1.61892 -2.95904 0.0 0.0 0.0 0.00
H -2.12488 -3.30614 -3.43450 0.0 0.0 0.0 0.00
H -2.59758 -1.96141 -4.49147 0.0 0.0 0.0 0.00
F -0.68637 2.79108 1.56032 -0.1 0.0 0.0 0.05
C -0.38083 2.58670 0.22400 0.5 -0.7 -0.4 0.29
F -1.53767 2.83819 -0.45910 -0.1 0.1 0.0 0.05
H 0.35505 3.34393 -0.06478 -0.1 0.1 0.1 0.01
```
Forces are in eV/Å.

<S²> = 0.77
Charge = -1
Relative energy (zero: lowest compared OMol25 entry of this formula, charge and spin) = 0.528 eV
Highest occupied orbital energy (spin up / spin down) = -0.10467 / -0.11519 Ha
Multiplicity = 2
Orbital gap (spin up / spin down) = 5.26 / 5.53 eV



The following is a quantum chemistry calculation of 8 unconnected molecules or ions with the total composition C39H74BF12O23S2 in a non-equilibrium geometry, from the OMol25 dataset.

The geometry in XYZ format:
```
151
Properties=species:S:1:pos:R:3:forces:R:3:mulliken_charge:R:1
C 5.78478 -1.65456 -6.59413 -0.3 -1.1 1.0 -1.03
C 5.06455 -3.02238 -7.08842 1.7 -0.1 -0.7 -0.13
O 4.62065 -3.85430 -6.02665 0.1 1.4 -1.4 -0.51
B 3.20755 -3.70840 -5.65362 0.1 -1.2 1.2 0.67
C 2.62155 -2.17832 -5.55291 -0.7 1.2 0.3 -0.65
C 2.02722 -1.56353 -6.89792 0.1 0.0 0.1 -0.79
C 0.79630 -0.55186 -6.68618 2.9 0.8 -0.5 0.89
F 0.63205 -0.13696 -5.35296 -0.4 -1.0 -2.4 -0.19
F 1.19175 0.64672 -7.37657 -1.2 -1.6 0.9 -0.39
C -0.55423 -0.99360 -7.40219 -0.3 2.8 -2.0 0.61
F -1.28941 0.20165 -7.63032 1.1 -2.3 0.7 -0.27
F -0.37229 -1.54121 -8.67605 0.1 1.2 2.8 -0.23
S -1.68279 -2.12579 -6.43918 -2.5 -3.2 -0.2 1.12
F -1.40583 -3.37176 -7.53620 -0.3 1.6 1.8 -0.39
F -0.48463 -2.75422 -5.50343 -1.6 1.5 -1.1 -0.28
F -2.10276 -0.96282 -5.34323 1.1 -1.8 -1.7 -0.40
F -2.95025 -1.64763 -7.44000 1.6 -0.6 1.6 -0.38
F -2.74542 -3.14309 -5.67388 1.4 1.5 -0.9 -0.31
C 3.15040 -4.25251 -4.06699 -0.6 2.6 -0.4 -1.06
O 3.93137 -5.47081 -3.86257 -0.7 -0.1 3.9 -0.32
C 3.96633 -5.72748 -2.49367 1.0 -0.5 -1.2 0.95
F 2.71206 -5.79115 -1.88518 2.2 0.1 -0.9 -0.26
F 4.75004 -4.79746 -1.77378 -1.6 -1.6 -1.0 -0.32
F 4.59211 -6.97578 -2.28268 -1.5 2.2 -0.2 -0.30
C 2.17632 -4.76228 -6.45157 -1.9 -0.8 -0.3 0.46
S 2.96306 -5.63608 -7.88025 -0.2 0.0 -0.1 -0.23
C 1.63330 -6.51704 -8.86243 -0.6 -0.3 1.1 -0.38
C 0.42758 -7.02464 -7.90522 0.8 0.7 -1.5 -0.73
H 6.12233 -1.88619 -5.52148 -0.4 0.4 -1.5 0.19
H 5.07041 -0.77845 -6.52666 1.0 -0.8 -0.3 0.21
H 6.73027 -1.45106 -7.18260 -1.3 0.0 0.4 0.35
H 5.90997 -3.59875 -7.61541 -1.2 0.7 0.6 0.35
H 4.29669 -2.83219 -7.91378 0.7 -0.2 1.2 0.10
H 3.40225 -1.42652 -5.17253 -1.0 -1.1 -0.4 0.25
H 1.83528 -2.20710 -4.71346 0.8 0.2 -1.3 0.19
H 1.74890 -2.34657 -7.68835 0.1 0.9 1.3 0.34
H 2.88615 -0.97879 -7.38189 -1.5 -0.5 0.6 0.30
H 2.05010 -4.34257 -3.80195 1.3 -0.5 0.1 0.09
H 3.56325 -3.38073 -3.44006 -0.3 -1.5 -0.5 0.25
H 1.81340 -5.58378 -5.73372 0.5 1.1 -0.9 0.22
H 1.20612 -4.23983 -6.78724 1.3 -0.7 0.2 -0.48
H 1.28195 -5.79051 -9.65591 0.2 -1.2 0.7 0.28
H 2.13168 -7.45203 -9.28991 -0.6 1.5 0.3 0.30
H 0.90221 -7.50014 -6.99562 -0.9 0.6 -1.0 0.22
H -0.17130 -7.76194 -8.52393 0.5 0.7 1.0 0.36
H -0.22333 -6.12492 -7.67274 0.8 -1.3 0.1 0.06
C -3.52524 2.22068 -5.16654 -0.1 0.3 0.1 -1.37
C -3.14234 1.37636 -3.96569 -0.2 -0.3 -0.6 0.35
O -2.38131 2.14386 -3.02199 -0.1 0.2 0.5 -0.29
C -3.09451 2.95900 -2.23511 0.3 -0.1 -0.4 0.71
O -4.29306 3.08918 -2.24788 0.2 0.0 0.2 -0.59
O -2.23906 3.62404 -1.44142 -0.2 -0.3 -0.1 -0.33
C -2.86641 4.59243 -0.60158 0.0 0.3 0.3 -0.66
H -2.63950 2.68698 -5.60492 0.0 -0.2 0.0 0.32
H -4.01810 1.60991 -5.92558 0.1 0.0 0.0 0.38
H -4.20291 3.02818 -4.88103 0.0 -0.1 0.0 0.41
H -2.50341 0.55411 -4.28970 0.0 0.6 0.5 0.20
H -4.02100 0.93431 -3.48827 0.1 0.2 0.1 0.27
H -3.68288 4.15180 -0.02637 0.0 0.0 -0.2 0.30
H -3.22816 5.42772 -1.20388 -0.1 -0.1 0.1 0.32
H -2.11687 4.96649 0.09567 0.1 -0.1 -0.2 0.21
C -3.30301 10.52779 1.20932 -0.2 -0.2 0.1 -1.10
C -1.86409 10.05704 1.31122 -0.3 0.4 -0.5 -0.16
O -1.63235 9.38307 2.55465 0.1 -0.4 0.1 -0.37
C -2.06427 8.11555 2.61091 -0.1 0.3 0.1 0.75
O -2.60870 7.51128 1.72232 0.2 0.0 0.2 -0.52
O -1.80684 7.64362 3.84037 0.0 0.1 -0.3 -0.32
C -2.29477 6.32085 4.06254 -0.1 -0.4 0.2 -0.69
H -3.57234 11.12856 2.08149 0.1 0.1 -0.1 0.30
H -3.45046 11.12460 0.30711 0.1 0.0 0.1 0.36
H -3.99306 9.68234 1.17903 0.1 0.0 -0.1 0.30
H -1.19716 10.92053 1.29437 0.1 -0.2 0.3 0.29
H -1.58917 9.41949 0.46736 -0.1 -0.1 0.2 0.29
H -1.94676 5.63236 3.29061 -0.1 0.1 0.0 0.35
H -3.38568 6.33036 4.10532 0.1 -0.1 -0.2 0.30
H -1.91330 5.97959 5.02497 0.1 0.3 -0.1 0.22
C 2.04162 -6.54290 0.98632 -0.3 -0.1 0.2 -0.95
C 3.48212 -7.00745 1.08458 -0.3 0.4 -0.6 -0.15
O 3.71161 -7.71391 2.31391 0.1 -0.6 0.2 -0.36
C 3.28867 -8.98385 2.33689 0.0 0.5 -0.1 0.73
O 2.75338 -9.57193 1.43215 0.2 0.0 0.3 -0.55
O 3.54471 -9.48478 3.55786 0.0 0.0 -0.2 -0.35
C 3.06651 -10.81463 3.74397 -0.1 -0.3 0.1 -0.64
H 1.76245 -5.96662 1.87250 0.1 0.1 -0.1 0.34
H 1.89667 -5.92516 0.10179 0.1 0.0 0.2 0.23
H 1.35636 -7.39149 0.92954 0.1 0.0 -0.1 0.30
H 4.14363 -6.13969 1.09407 0.1 -0.2 0.3 0.33
H 3.76574 -7.62045 0.22590 -0.1 -0.1 0.2 0.28
H 3.42421 -11.47997 2.95616 -0.1 0.1 0.0 0.29
H 1.97533 -10.81578 3.78143 0.1 -0.1 -0.2 0.29
H 3.44798 -11.17477 4.69964 0.1 0.3 0.0 0.22
C -2.97644 0.41359 1.24739 -0.1 -0.3 0.2 -1.28
C -2.63129 0.23830 -0.21987 -0.2 0.5 0.2 0.22
O -1.87862 -0.96244 -0.42827 -0.1 -0.3 -0.2 -0.37
C -2.59334 -2.09601 -0.44957 0.3 0.1 0.1 0.69
O -3.78894 -2.18486 -0.32017 0.2 0.0 -0.1 -0.56
O -1.74170 -3.11836 -0.61758 -0.3 0.3 0.0 -0.24
C -2.36482 -4.40072 -0.57776 0.0 -0.5 0.0 -0.67
H -2.07472 0.35753 1.86237 0.0 0.1 -0.1 0.33
H -3.46352 1.37640 1.41661 0.0 0.0 -0.1 0.34
H -3.64690 -0.37644 1.59185 0.0 0.1 -0.1 0.33
H -1.99827 1.06544 -0.54435 0.2 -0.3 -0.1 0.25
H -3.52635 0.24995 -0.84762 0.0 -0.2 0.1 0.15
H -3.19979 -4.45913 -1.27815 0.0 0.1 0.2 0.30
H -2.69930 -4.62030 0.43818 -0.1 0.1 -0.1 0.31
H -1.61950 -5.14166 -0.86670 0.1 0.3 0.0 0.20
C 7.29769 -7.88031 -3.05022 0.2 -0.1 -0.3 -0.75
C 8.75097 -7.52391 -2.79934 -0.7 0.3 0.2 -0.33
O 9.62978 -8.42188 -3.49455 0.4 0.0 -0.3 -0.35
C 9.78585 -8.17842 -4.80267 -0.3 0.0 0.3 0.77
O 9.27205 -7.28613 -5.42539 0.3 -0.2 0.1 -0.54
O 10.60135 -9.12122 -5.30631 0.0 0.2 0.1 -0.34
C 10.78610 -9.02481 -6.71669 0.1 -0.1 -0.4 -0.63
H 7.11446 -8.93156 -2.81249 0.0 0.1 0.1 0.30
H 6.64020 -7.26019 -2.44514 0.2 -0.1 -0.1 0.10
H 7.03258 -7.73999 -4.09992 0.0 0.1 0.1 0.34
H 8.97248 -7.63108 -1.73589 0.2 -0.2 -0.2 0.32
H 8.96263 -6.48672 -3.07095 0.0 -0.2 -0.2 0.31
H 11.10514 -8.02266 -7.00855 -0.2 0.0 0.1 0.29
H 9.86383 -9.29936 -7.23228 0.0 0.2 0.0 0.29
H 11.56662 -9.73169 -6.99919 -0.1 0.0 0.3 0.22
C -6.61452 5.53644 8.62882 0.1 0.1 -0.3 -1.21
C -5.98917 6.14443 9.87045 -0.7 -0.2 -0.1 -0.13
O -4.59320 6.40294 9.66723 0.2 0.3 -0.1 -0.36
C -4.30861 7.51076 8.96618 0.0 -0.3 -0.2 0.81
O -5.10933 8.28809 8.51396 0.2 -0.1 0.2 -0.56
O -2.97553 7.58873 8.83450 -0.3 -0.1 0.1 -0.33
C -2.53960 8.68552 8.03079 0.3 0.4 -0.3 -0.68
H -6.05488 4.65334 8.31100 -0.1 0.0 0.1 0.29
H -7.65086 5.25108 8.81944 0.1 0.0 0.0 0.39
H -6.59953 6.24076 7.79474 -0.1 0.0 0.1 0.32
H -6.05891 5.43545 10.69698 0.3 0.1 0.0 0.36
H -6.51100 7.05374 10.17953 0.2 0.0 -0.1 0.27
H -2.96100 9.62912 8.38209 -0.1 -0.2 -0.1 0.30
H -2.80680 8.51001 6.98694 -0.1 0.1 0.1 0.28
H -1.45387 8.74606 8.10507 -0.1 -0.3 0.1 0.26
C -6.17202 11.35608 15.14877 0.2 -0.2 0.1 -1.09
C -6.24147 11.64502 13.66073 -0.4 0.1 0.4 -0.17
O -5.03320 11.24387 13.00421 0.0 -0.2 -0.3 -0.37
C -4.92154 9.93054 12.75676 0.2 0.2 0.1 0.78
O -5.73778 9.08567 13.02656 0.1 0.2 -0.1 -0.57
O -3.73169 9.71753 12.17676 -0.4 0.2 0.1 -0.35
C -3.44951 8.33907 11.93295 0.3 -0.3 0.0 -0.35
H -5.27584 11.80429 15.58471 -0.1 0.1 -0.1 0.29
H -7.05208 11.75150 15.65992 0.0 0.0 -0.1 0.35
H -6.11680 10.28256 15.33953 -0.1 0.1 -0.1 0.31
H -6.34077 12.72032 13.50361 0.3 -0.1 -0.2 0.29
H -7.11015 11.16905 13.19910 0.2 -0.1 0.0 0.30
H -4.25473 7.86172 11.37878 0.0 0.1 0.3 0.04
H -3.27572 7.82224 12.87897 -0.2 0.0 -0.1 0.36
H -2.54014 8.28337 11.33559 -0.1 0.3 0.1 0.19
```
Forces are in eV/Å.

Charge = -1
Highest occupied orbital energy = -0.18405 Ha
Multiplicity = 1
Orbital gap = 6.10 eV



Calculated values (eV) of energy for the records, taken in order: -91455.2100 -67405.4004 -143692.8149.